An isolated molecule of C2H4ClF at a distorted geometry, computed with ωB97M-V/def2-TZVPD.

- HOMO: -10.89 eV
- ΔE to the lowest compared entry with this formula, charge and spin: 16.4 kcal/mol
- Multiplicity: 1
- Structure (SMILES): FCCCl

Atoms and positions in Å:
F: -1.89250 -0.60234 -0.28448
C: -1.16541 0.31869 0.51884
C: 0.05894 0.74032 -0.35276
Cl: 1.54430 -0.26324 0.05410
H: -1.02202 -0.19964 1.54351
H: -1.86599 1.22759 0.58877
H: 0.44560 1.80375 -0.07555
H: -0.13934 0.71045 -1.41262



The ion C4H10N2 with charge +1 at a distorted geometry, computed with ωB97M-V/def2-TZVPD.

- HOMO (spin up / spin down): -15.98 / -15.98 eV
- ΔE to the lowest compared entry with this formula, charge and spin: 56.8 kcal/mol
- Multiplicity: 2
- ⟨S²⟩: 0.755
- Charge: +1

Atoms and positions in Å:
C: 2.13335 -0.06535 0.12203
C: 1.10870 0.53864 -0.83496
C: -0.17834 0.85376 -0.02511
N: -0.85759 -0.41026 0.37875
C: -2.14504 -0.38223 0.50209
N: -2.92727 -1.32522 -0.01066
H: 1.66110 -0.62533 0.92084
H: 2.72863 0.72692 0.57434
H: 2.88064 -0.67998 -0.37641
H: 1.43464 1.49288 -1.22017
H: 0.79121 -0.15183 -1.61780
H: -0.74975 1.54145 -0.64569
H: 0.13365 1.37223 0.86891
H: -0.64483 -1.15817 -0.28892
H: -2.50696 0.45995 1.09202
H: -2.86213 -2.18744 0.56073



A structure of composition C4H7F2LiN2O3S2, computed with ωB97M-V/def2-TZVPD.

- HOMO: -0.87 eV
- ΔE to the lowest compared entry with this formula, charge and spin: 0.0 kcal/mol
- Multiplicity: 1
- Charge: -2

Atoms and positions in Å:
Li: -1.21576 1.07904 -1.50475
F: -4.25165 1.57247 -1.86430
C: -3.05659 2.24040 -1.40258
F: -3.47772 2.72209 -0.11280
H: -3.10422 3.17699 -1.99775
O: 1.48775 -1.74804 -1.99807
S: 0.67508 -0.71496 -2.65583
O: -0.71300 -0.71078 -2.10277
O: 0.67090 -0.85565 -4.11009
S: 1.40200 1.13955 -2.13212
C: 1.95289 -0.79295 0.84931
N: 0.72836 -0.59856 1.62025
C: 0.57968 -1.40537 2.81112
C: 0.20008 0.62336 1.65640
N: -0.26171 1.68273 1.66045
H: 1.96302 -1.80262 0.44445
H: 2.83591 -0.63018 1.48675
H: 1.96710 -0.10583 0.00317
H: 0.63462 -2.45867 2.53149
H: -0.38834 -1.21207 3.27031
H: 1.37160 -1.20094 3.54736



A cluster of 3 separate species, C4H9N in total, computed with ωB97M-V/def2-TZVPD.

- HOMO: -7.57 eV
- ΔE to the lowest compared entry with this formula, charge and spin: 112.6 kcal/mol
- Multiplicity: 1

Atoms and positions in Å:
C: -1.84938 0.57561 -0.24341
C: -0.54891 -0.01515 0.17344
C: 0.02971 -1.34650 0.47135
N: 0.56602 -0.37652 -0.46945
C: 1.78084 0.14954 -0.62883
H: -2.49793 0.68501 0.63045
H: -1.70146 1.56922 -0.67828
H: -2.37688 -0.04941 -0.97731
H: 0.51435 0.98848 1.15483
H: -0.30971 -2.28118 0.01929
H: 0.56842 -1.45572 1.41919
H: 1.85164 1.04369 -1.24134
H: 1.35132 1.04962 0.99222
H: 2.62198 -0.53669 -0.62215



An isolated molecule of C6H12O, computed with ωB97M-V/def2-TZVPD.

- HOMO: -9.50 eV
- ΔE to the lowest compared entry with this formula, charge and spin: 30.4 kcal/mol
- Multiplicity: 1
- Structure (SMILES): C[C@H]1OCC1(C)C

Atoms and positions in Å:
C: -1.24246 -1.53235 -0.75244
C: -0.91415 -0.64241 0.42721
O: -0.17335 -1.35237 1.43633
C: 0.95080 -0.48026 1.29672
C: 0.22714 0.38970 0.24902
C: -0.10364 1.88609 0.46317
C: 0.97142 0.34234 -1.09403
H: -1.88337 -2.36060 -0.43838
H: -1.75138 -0.97193 -1.54643
H: -0.32255 -1.96196 -1.15932
H: -1.82977 -0.21894 0.86682
H: 1.80557 -1.01047 0.85112
H: 1.27359 -0.06298 2.25885
H: -1.05452 2.14341 0.95496
H: -0.15036 2.33873 -0.53049
H: 0.68963 2.40907 1.00961
H: 0.31440 0.68444 -1.89958
H: 1.38014 -0.63672 -1.37975
H: 1.81285 1.03720 -1.01338



The ion C29H55BNO2Si with charge -1 at a distorted geometry, computed with ωB97M-V/def2-TZVPD.

- HOMO: -4.31 eV
- Multiplicity: 1
- Charge: -1

Atoms and positions in Å:
C: 9.77335 -3.27001 1.47428
C: 8.55589 -4.03330 1.98239
C: 7.31741 -3.77983 1.11000
C: 6.70236 -2.39352 1.33571
C: 5.37614 -2.21438 0.57045
C: 4.38706 -1.28833 1.27967
C: 4.71365 0.21305 1.12369
B: 3.40095 1.09066 0.69746
O: 3.43811 1.40994 -0.76146
C: 2.32782 2.27629 -0.90621
C: 1.05764 1.44830 -1.14208
C: 0.44071 1.71598 -2.53474
C: 1.17886 0.88123 -3.59542
C: 1.46802 1.61112 -4.91842
N: 2.67554 1.14880 -5.61336
C: 2.39754 3.13153 0.42188
C: 1.10155 3.63226 1.06508
C: 0.34385 2.64029 1.96312
C: -1.09599 2.32537 1.50578
C: -2.16159 3.28011 2.09323
C: -3.34421 2.53678 2.70264
C: -4.03577 1.60999 1.70356
C: -5.49635 1.35516 2.03565
C: -6.32639 0.76844 0.87523
Si: -5.60218 -0.80174 0.12195
C: -4.13240 -0.47410 -1.01096
C: -5.02259 -1.95199 1.51435
C: -6.86637 -1.72783 -0.93454
C: -7.11001 -1.30944 -2.26041
C: -8.01344 -1.97879 -3.08942
C: -8.70173 -3.09188 -2.59708
C: -8.49651 -3.51355 -1.28187
C: -7.58992 -2.83648 -0.46448
O: 3.26987 2.47500 1.28944
H: 9.56340 -2.20497 1.46739
H: 10.62509 -3.43309 2.13058
H: 10.03878 -3.57257 0.46521
H: 8.31710 -3.68350 2.98403
H: 8.75266 -5.10293 1.98935
H: 6.53660 -4.49409 1.35859
H: 7.56997 -3.84546 0.05250
H: 6.50146 -2.24146 2.39424
H: 7.38548 -1.61756 0.99541
H: 4.90511 -3.20056 0.50760
H: 5.54366 -1.86357 -0.44475
H: 4.34676 -1.54721 2.33949
H: 3.39906 -1.49518 0.87190
H: 5.19750 0.60213 2.01862
H: 5.40889 0.29084 0.28453
H: 2.36090 0.48482 1.01639
H: 2.47627 2.99072 -1.71884
H: 1.31918 0.39815 -1.11072
H: 0.31204 1.60121 -0.37226
H: 0.49337 2.77132 -2.78705
H: -0.59241 1.37064 -2.49570
H: 2.13405 0.54593 -3.19723
H: 0.60919 -0.02121 -3.81964
H: 1.62301 2.66446 -4.69684
H: 0.64056 1.49999 -5.61439
H: 3.48063 1.29780 -5.01814
H: 2.62598 0.14873 -5.75947
H: 2.91866 4.05709 0.12365
H: 1.39381 4.47743 1.68671
H: 0.43162 4.04534 0.30753
H: 0.90451 1.72280 2.09720
H: 0.24154 3.08163 2.95508
H: -1.31387 1.30294 1.80789
H: -1.15479 2.39232 0.42479
H: -1.70551 3.95374 2.81343
H: -2.56144 3.89489 1.28520
H: -3.00471 1.96242 3.56562
H: -4.07063 3.26033 3.07722
H: -3.95519 2.01310 0.69242
H: -3.48327 0.67305 1.69196
H: -5.54722 0.68743 2.89494
H: -5.96475 2.29049 2.33937
H: -6.41493 1.54231 0.11327
H: -7.30748 0.52977 1.28392
H: -3.87445 -1.40906 -1.50380
H: -4.44089 0.21457 -1.79638
H: -3.26778 -0.09418 -0.48217
H: -3.93816 -1.99266 1.51383
H: -5.37466 -1.60459 2.48181
H: -5.40786 -2.95761 1.37141
H: -6.58053 -0.44909 -2.64613
H: -8.16427 -1.64614 -4.10444
H: -9.38842 -3.62382 -3.23732
H: -9.02788 -4.37172 -0.90173
H: -7.44665 -3.18127 0.54883



One value per record, in order, for E_tot: -17378.20947; -7280.63171; -40695.38762; -5778.92808; -8463.03500; -45107.84577 eV.